Here is C13H11I2N2OS4SbV as an isolated structure at a distorted geometry from the OMol25 dataset. Energies are from ωB97M-V/def2-TZVPD.

Gap between HOMO and LUMO (spin up / spin down), eV: 6.5 / 7.0
Lowest unoccupied orbital energy (spin up / spin down), eV: -0.9 / -0.4
F_max, eV/A: 3.74
HOMO energy (spin up / spin down), eV: -7.35 / -7.43
<S²>: 0.773
Total energy, a.u.: -4059.27379
2S+1: 2

Last column: Löwdin charge in e.
Geometry (Å):
V: 1.31 -1.20 0.94  -0.0041
I: -2.31 0.02 -5.71  0.8483
C: -1.47 -0.46 -3.83  -0.7095
C: -2.15 -1.33 -2.99  -0.2122
C: -1.58 -1.64 -1.77  -0.5898
I: -2.51 -2.90 -0.37  0.9405
C: -0.34 -1.11 -1.37  -0.3874
O: 0.18 -1.45 -0.24  -0.3496
C: 0.29 -0.18 -2.22  -0.1389
C: 1.58 0.45 -1.76  -0.1471
N: 1.53 0.74 -0.32  -0.1398
C: 0.56 1.76 0.05  -0.1134
C: -0.31 1.37 1.23  -0.2364
C: -1.21 2.30 1.75  -0.0050
C: -2.00 1.94 2.83  -0.0405
C: -1.86 0.67 3.37  -0.0285
C: -0.94 -0.19 2.79  -0.1148
N: -0.19 0.15 1.75  -0.0231
C: -0.28 0.13 -3.44  -0.1069
H: -3.10 -1.76 -3.27  0.0867
H: 1.79 1.35 -2.35  0.1357
H: 2.40 -0.27 -1.91  0.0944
H: 2.46 0.98 0.01  0.0782
H: -0.11 1.92 -0.80  0.1408
H: 1.05 2.71 0.29  0.1428
H: -1.29 3.28 1.30  0.1204
H: -2.70 2.64 3.24  0.1122
H: -2.45 0.35 4.20  0.1106
H: -0.80 -1.21 3.16  0.0710
H: 0.21 0.82 -4.10  0.1020
S: 3.07 -2.26 -0.16  -0.0062
Sb: 3.37 -3.39 1.92  0.4908
S: 2.65 -0.04 2.36  0.0117
S: 1.05 -2.93 2.39  -0.0038
S: 4.12 -1.25 3.01  -0.1292

=====

Here is C13H11N4S5SbY as an isolated structure from the OMol25 dataset. Energies are from ωB97M-V/def2-TZVPD.

Gap between HOMO and LUMO, eV: 5.8
Lowest unoccupied orbital energy, eV: 1.4
F_max, eV/A: 0.60
HOMO energy, eV: -4.44
Relative energy (zero: lowest compared OMol25 entry of this formula, charge and spin), kJ/mol: 0.00
Total energy, a.u.: -2990.82716
Charge: -1

Last column: Löwdin charge in e.
Geometry (Å):
Y: -2.52 0.29 1.35  0.5060
N: 1.07 0.46 4.48  0.0484
C: 0.20 0.40 3.44  -0.8912
S: -1.47 0.52 3.86  0.5291
N: 0.80 0.26 2.27  -0.0123
N: -0.06 0.19 1.21  -0.0500
C: 0.50 0.01 0.06  -0.1876
C: 1.97 -0.10 -0.13  -0.2089
C: 2.53 -1.33 -0.48  -0.0396
C: 3.90 -1.45 -0.69  -0.0824
C: 4.71 -0.33 -0.57  -0.0956
C: 4.16 0.90 -0.23  -0.0804
C: 2.80 1.01 0.00  -0.0299
C: -0.37 -0.11 -1.15  -0.2067
C: 0.15 -0.21 -2.42  -0.0049
C: -0.73 -0.30 -3.50  -0.0499
C: -2.09 -0.30 -3.27  -0.0327
C: -2.55 -0.20 -1.95  -0.1068
N: -1.70 -0.10 -0.93  0.0094
H: 0.71 0.39 5.42  0.0693
H: 2.03 0.23 4.30  0.0906
H: 1.89 -2.20 -0.58  0.1233
H: 4.32 -2.41 -0.95  0.1002
H: 5.78 -0.42 -0.74  0.0975
H: 4.79 1.77 -0.13  0.1004
H: 2.37 1.96 0.29  0.1198
H: 1.22 -0.20 -2.58  0.1118
H: -0.34 -0.37 -4.50  0.1081
H: -2.81 -0.36 -4.07  0.1123
H: -3.61 -0.17 -1.72  -0.0189
S: -6.02 0.24 -1.50  -0.2370
Sb: -5.72 0.45 0.75  -0.2123
S: -4.35 -1.44 1.44  -0.1542
S: -4.09 2.23 1.08  -0.1549
S: -7.47 0.70 2.13  -0.2700

=====

Here is C13H12AsBrN8O4ReS4 as an isolated structure at a distorted geometry from the OMol25 dataset. Energies are from ωB97M-V/def2-TZVPD.

Gap between HOMO and LUMO, eV: 4.4
Lowest unoccupied orbital energy, eV: -12.3
F_max, eV/A: 1.89
HOMO energy, eV: -16.71
Relative energy (zero: lowest compared OMol25 entry of this formula, charge and spin), kJ/mol: 59.00
Total energy, a.u.: -7721.28133
Charge: +3

Last column: Löwdin charge in e.
Geometry (Å):
Re: 0.27 -0.43 0.64  1.1030
S: 4.12 -1.85 2.55  0.2502
As: 3.16 -0.17 3.02  -0.1138
S: 0.82 -0.43 2.80  0.3960
S: 2.20 0.34 -0.09  0.7443
S: 3.54 1.63 3.78  0.3017
N: 0.07 -0.66 -2.11  0.0265
N: -1.27 -0.57 -2.52  0.0503
C: -2.20 -0.51 -1.57  -0.3261
N: -3.47 -0.42 -1.86  0.2847
N: -1.69 -0.58 -0.31  0.0010
N: -2.48 -0.55 0.79  -0.3635
O: -3.65 -0.43 0.82  0.2272
O: -1.71 -0.67 1.79  -0.1271
H: 0.59 0.11 -2.51  0.1157
H: 0.46 -1.53 -2.47  0.1176
H: -1.51 -0.56 -3.51  0.1904
H: -3.80 -0.40 -2.82  0.1689
H: -4.17 -0.38 -1.13  0.1319
Br: 2.56 7.35 0.03  0.9002
C: 1.22 6.05 0.00  -0.6619
C: -0.12 6.42 -0.10  -0.0711
N: -1.14 5.55 -0.14  0.1291
C: -0.85 4.26 -0.05  -0.0372
C: 0.47 3.80 0.07  -0.1227
C: 1.53 4.73 0.09  -0.0177
C: 0.71 2.41 0.16  -0.4293
O: 1.94 2.00 -0.04  -0.3414
O: -0.22 1.55 0.41  -0.1675
H: -0.39 7.48 -0.15  0.1328
H: -1.68 3.57 -0.09  0.1306
H: 2.56 4.41 0.19  0.1313
N: -2.03 -6.16 2.18  0.2444
C: -1.24 -5.54 1.60  -0.1339
C: -0.30 -4.73 0.88  -0.1553
C: 0.60 -5.26 -0.04  0.0794
C: 1.49 -4.41 -0.68  0.0150
C: 1.42 -3.06 -0.43  -0.1228
N: 0.52 -2.52 0.43  -0.1521
C: -0.31 -3.36 1.10  -0.0485
H: 0.62 -6.33 -0.23  0.1566
H: 2.23 -4.79 -1.37  0.1427
H: 2.12 -2.38 -0.90  0.0981
H: -0.98 -2.94 1.83  0.1223

=====

Here is a 2-piece molecular cluster, C13H12BrN overall at a distorted geometry from the OMol25 dataset. Energies are from ωB97M-V/def2-TZVPD.

Gap between HOMO and LUMO (spin up / spin down), eV: 5.8 / 8.0
Lowest unoccupied orbital energy (spin up / spin down), eV: -1.1 / -0.8
F_max, eV/A: 4.74
HOMO energy (spin up / spin down), eV: -6.92 / -8.86
Relative energy (zero: lowest compared OMol25 entry of this formula, charge and spin), kJ/mol: 0.00
Total energy, a.u.: -3131.15462

Last column: Löwdin charge in e.
Geometry (Å):
C: -1.40 3.21 -1.11  -0.0887
C: 0.26 -4.27 -1.00  -0.0964
C: -1.80 1.93 -1.44  -0.1000
C: -0.16 3.32 -0.59  -0.1180
C: -0.08 -3.24 -1.88  -0.0680
C: 0.66 -3.94 0.28  -0.0810
C: -1.19 0.83 -0.97  -0.0313
C: 0.58 2.26 -0.18  -0.0585
C: 0.17 -1.87 -1.58  -0.0154
C: 0.85 -2.59 0.64  -0.0226
C: 0.11 0.91 -0.36  -0.2021
C: 0.62 -1.53 -0.27  -0.2750
C: 0.90 -0.22 0.04  -0.0291
N: 0.09 1.39 2.65  -0.4578
Br: -0.63 2.66 3.72  0.5789
H: -1.83 4.06 -1.64  0.1094
H: 0.15 -5.27 -1.18  0.0740
H: -2.70 1.90 -1.98  0.0951
H: 0.28 4.32 -0.59  0.1138
H: -0.45 -3.42 -2.88  0.0971
H: 1.07 -4.73 0.91  0.1013
H: -1.77 -0.02 -1.01  0.0874
H: 1.48 2.35 0.28  0.0705
H: 0.15 -1.12 -2.39  0.1236
H: 1.48 -2.13 1.44  0.1231
H: 1.59 0.19 0.85  0.1229
H: 1.07 1.20 2.81  -0.0531

=====

Here is a 2-piece molecular cluster, C13H12Cl3N3O3 overall at a distorted geometry from the OMol25 dataset. Energies are from ωB97M-V/def2-TZVPD.

Gap between HOMO and LUMO, eV: 10.6
Lowest unoccupied orbital energy, eV: 0.1
F_max, eV/A: 3.39
HOMO energy, eV: -10.47
Relative energy (zero: lowest compared OMol25 entry of this formula, charge and spin), kJ/mol: 186.14
SMILES: C#C[C@](C#N)(CCC(=O)O)[C@@](C#N)(CC)N=C=O.ClC(Cl)Cl
Total energy, a.u.: -2272.98119

Last column: Löwdin charge in e.
Geometry (Å):
C: 1.42 -2.81 -1.29  0.1200
C: 0.96 -1.76 -0.85  -0.0818
C: 0.24 -0.44 -0.32  -0.2961
C: 0.27 -0.54 1.24  -0.1502
N: 0.13 -0.70 2.38  0.1813
C: -1.21 -0.45 -0.97  -0.1125
C: -2.37 0.21 -0.12  -0.0685
C: -2.56 1.77 -0.31  -0.4613
O: -3.12 2.37 0.59  0.0891
O: -2.17 2.49 -1.45  0.0561
C: 1.19 0.76 -0.78  -0.3498
C: 0.73 2.17 -0.27  -0.1464
N: 0.34 3.17 0.18  0.2318
C: 2.71 0.59 -0.25  -0.1560
C: 3.62 1.85 -0.64  -0.0941
N: 1.31 0.68 -2.29  0.1690
C: 1.08 1.82 -2.78  -0.2989
O: 0.93 2.83 -3.36  0.2030
H: 1.43 -3.80 -1.83  0.0700
H: -1.49 -1.54 -1.15  0.1338
H: -1.17 0.01 -2.02  0.1227
H: -2.35 0.00 0.99  0.1177
H: -3.35 -0.26 -0.50  0.1402
H: -2.10 1.90 -2.22  0.1022
H: 3.22 -0.31 -0.70  0.1187
H: 2.70 0.56 0.89  0.1242
H: 3.56 2.11 -1.74  0.0734
H: 4.71 1.59 -0.43  0.0872
H: 3.38 2.77 -0.03  0.0785
C: -2.36 -3.35 4.09  -1.5492
Cl: -2.97 -4.83 4.83  0.5165
Cl: -1.19 -3.73 2.82  0.5048
Cl: -3.69 -2.38 3.45  0.5083
H: -1.85 -2.77 4.86  0.0166

=====

Here is C13H12F6INO7PtS2 as an isolated structure from the OMol25 dataset. Energies are from ωB97M-V/def2-TZVPD.

Gap between HOMO and LUMO (spin up / spin down), eV: 9.3 / 8.0
Lowest unoccupied orbital energy (spin up / spin down), eV: 0.2 / -1.1
F_max, eV/A: 0.54
HOMO energy (spin up / spin down), eV: -9.09 / -9.14
Relative energy (zero: lowest compared OMol25 entry of this formula, charge and spin), kJ/mol: 21.68
<S²>: 2.004
Total energy, a.u.: -2896.50275
2S+1: 3

Last column: Löwdin charge in e.
Geometry (Å):
Pt: -0.04 -0.34 0.50  1.2898
F: -2.75 3.77 1.96  0.1676
C: -3.00 2.50 2.23  -0.7023
F: -3.97 2.05 1.46  0.1638
F: -3.34 2.37 3.50  0.1685
S: -1.50 1.50 1.87  0.6034
O: -1.89 0.09 2.01  -0.3297
O: -1.10 1.85 0.51  -0.3466
N: -0.53 2.03 2.98  -0.2767
S: 1.00 1.65 2.95  0.6355
O: 1.82 2.67 3.51  -0.2303
O: 1.41 1.11 1.64  -0.3897
C: 1.14 0.23 4.12  -0.6916
F: 1.13 0.69 5.36  0.1598
F: 2.28 -0.41 3.89  0.1579
F: 0.12 -0.61 3.96  0.1417
I: -0.01 -9.14 1.84  0.8666
C: 0.00 -7.08 1.46  -0.7305
C: -0.07 -6.63 0.15  -0.1425
C: -0.08 -5.27 -0.10  -0.0115
C: 0.00 -4.37 0.95  -0.1381
C: 0.09 -4.83 2.26  -0.0048
C: 0.08 -6.19 2.52  -0.1382
C: 0.01 -2.91 0.69  -0.6032
O: 0.73 -2.15 1.42  -0.0888
O: -0.68 -2.40 -0.23  -0.0397
H: -0.12 -7.34 -0.67  0.0939
H: -0.16 -4.90 -1.12  0.1228
H: 0.16 -4.12 3.07  0.1240
H: 0.13 -6.55 3.54  0.0953
C: 2.62 0.59 -2.95  -0.1453
C: 3.33 -0.60 -2.28  -0.1361
C: 2.25 -1.22 -1.37  -0.1542
O: 1.12 -0.30 -1.41  -0.2803
C: 1.56 0.97 -1.93  -0.1735
H: 2.15 0.28 -3.88  0.1183
H: 3.30 1.42 -3.16  0.1186
H: 4.17 -0.25 -1.68  0.1156
H: 3.70 -1.32 -3.00  0.1130
H: 2.59 -1.32 -0.34  0.1154
H: 1.88 -2.17 -1.73  0.1252
H: 1.97 1.58 -1.12  0.1254
H: 0.69 1.46 -2.36  0.1316